1.
A structure of composition C44H50N4NaO4. Source: OMol25; level of theory: ωB97M-V/def2-TZVPD.

Its frontier orbital gap is 6.30 eV. The energy relative to the best compared isomer or geometry (same formula, charge and spin) is 1.8 kcal/mol. As for the charge: -1. The calculation puts the calculated total energy at -2389.0714 hartree. The HOMO energy is -4.5 eV.

Atoms and positions in Å:
Na: 0.046615 -0.106198 -0.022166
C: 2.020788 0.786938 2.759489
N: 1.602422 1.399615 1.517067
C: 2.718518 1.491898 0.589587
C: 0.947638 2.672800 1.746243
C: 0.234879 3.233200 0.518124
N: -0.677000 2.290918 -0.097812
C: -1.083854 2.676390 -1.437152
C: -1.838343 1.996163 0.722596
H: 2.769071 1.398155 3.296042
H: 2.460172 -0.189176 2.551597
H: 1.157636 0.636287 3.409308
H: 3.547570 2.092284 1.006510
H: 2.399669 1.952544 -0.344713
H: 3.060908 0.488012 0.338236
H: 1.665290 3.440881 2.096379
H: 0.229291 2.534496 2.558182
H: 0.971039 3.523980 -0.234153
H: -0.279800 4.164681 0.824381
H: -1.687645 3.600806 -1.439395
H: -1.667000 1.863451 -1.874044
H: -0.203527 2.836520 -2.062178
H: -2.489102 2.880508 0.848017
H: -1.524198 1.652407 1.708495
H: -2.405361 1.193707 0.244322
C: 0.561465 -4.079751 -5.604879
C: -0.028773 -3.937630 -4.211147
C: -0.810299 -5.183250 -3.804470
O: 1.014909 -3.711084 -3.304726
C: 0.601522 -2.757354 -2.315954
C: -0.513215 -1.963942 -3.038851
O: -0.841548 -2.782715 -4.178265
C: -1.824347 -1.582590 -2.271371
O: -1.567941 -0.820211 -1.184946
C: -2.579834 -2.872886 -1.881508
C: -2.318728 -3.429244 -0.631961
C: -2.951234 -4.594063 -0.221241
C: -3.890337 -5.205456 -1.043330
C: -4.182158 -4.641396 -2.277501
C: -3.525367 -3.490737 -2.694864
C: -2.727290 -0.746295 -3.209509
C: -2.411551 -0.342496 -4.501162
C: -3.245583 0.526665 -5.202342
C: -4.415239 0.996553 -4.631653
C: -4.748726 0.589895 -3.342359
C: -3.912084 -0.263614 -2.646684
C: 1.902517 -1.998006 -1.854703
O: 1.689996 -1.217670 -0.770497
C: 2.412370 -1.193395 -3.074574
C: 2.196557 0.178536 -3.103935
C: 2.603263 0.949089 -4.185974
C: 3.246631 0.356167 -5.262410
C: 3.480487 -1.013206 -5.239262
C: 3.068559 -1.777670 -4.156783
C: 2.984187 -3.023922 -1.448401
C: 2.745669 -4.357464 -1.135458
C: 3.753780 -5.162110 -0.612309
C: 5.023197 -4.652871 -0.393416
C: 5.274885 -3.318698 -0.695125
C: 4.266058 -2.522349 -1.209185
H: 1.249585 -4.925661 -5.637693
H: 1.099327 -3.165548 -5.854507
H: -0.234775 -4.240995 -6.332630
H: -0.168406 -6.061142 -3.900053
H: -1.690456 -5.310066 -4.435501
H: -1.141439 -5.096758 -2.769752
H: 0.199661 -3.268122 -1.432615
H: -0.093820 -1.022252 -3.406189
H: -1.610474 -2.915618 0.004582
H: -2.708513 -5.022370 0.745708
H: -4.392587 -6.111307 -0.723635
H: -4.918789 -5.104530 -2.924633
H: -3.745930 -3.063976 -3.665970
H: -1.516096 -0.709978 -4.983432
H: -2.971533 0.829937 -6.206611
H: -5.063595 1.670074 -5.179838
H: -5.663531 0.945612 -2.881192
H: -4.150329 -0.562948 -1.632899
H: 1.696799 0.628319 -2.255070
H: 2.415184 2.017227 -4.187150
H: 3.565498 0.952836 -6.108939
H: 3.990033 -1.491223 -6.068475
H: 3.260433 -2.842695 -4.145327
H: 1.767933 -4.790010 -1.298888
H: 3.537646 -6.199300 -0.380197
H: 5.807886 -5.284127 0.006888
H: 6.259822 -2.898455 -0.525819
H: 4.458394 -1.477599 -1.424277
N: -2.322432 -2.317579 3.118788
C: -1.984775 -1.104428 2.588278
N: -0.809070 -1.084122 2.044267
C: -0.327281 -2.385465 2.177122
C: 0.848543 -2.953764 1.688228
C: 1.048367 -4.299397 1.935098
C: 0.109265 -5.070082 2.635796
C: -1.073848 -4.526609 3.100638
C: -1.272401 -3.173470 2.850914
H: -3.210834 -2.552237 3.520289
H: -2.665653 -0.267533 2.626152
H: 1.520581 -2.376567 1.057350
H: 1.940486 -4.774612 1.547595
H: 0.305167 -6.123348 2.794641
H: -1.810508 -5.130975 3.615173

Cartesian forces, eV/Å:
Na 0.05 0.12 0.12
C -0.02 -0.06 0.01
N -0.08 0.00 -0.16
C 0.01 0.03 -0.02
C 0.07 0.06 0.05
C -0.05 0.06 -0.01
N 0.06 -0.12 0.03
C -0.01 -0.03 -0.03
C -0.03 0.00 -0.05
H 0.00 0.00 0.00
H 0.00 0.00 -0.01
H -0.01 0.00 0.00
H 0.00 0.00 0.01
H 0.00 -0.01 -0.01
H 0.01 -0.01 0.00
H -0.01 -0.01 0.00
H 0.00 -0.01 -0.01
H -0.01 -0.01 0.00
H 0.00 -0.01 -0.01
H 0.00 0.00 -0.01
H -0.01 0.00 0.00
H 0.01 0.00 0.01
H 0.01 0.00 0.01
H 0.00 -0.01 0.00
H 0.00 0.00 -0.01
C 0.01 0.05 0.03
C -0.04 -0.11 -0.14
C -0.05 0.07 0.05
O 0.00 0.00 0.05
C 0.06 0.02 0.09
C 0.02 0.09 0.04
O 0.00 -0.03 0.01
C -0.03 -0.04 -0.06
O 0.14 0.01 0.08
C -0.01 0.03 0.01
C -0.02 -0.01 -0.06
C 0.02 -0.01 0.05
C -0.01 0.00 -0.01
C 0.01 -0.03 -0.04
C 0.07 -0.02 -0.01
C -0.03 0.05 -0.04
C 0.00 -0.02 0.02
C 0.00 0.01 -0.03
C -0.01 0.01 -0.03
C 0.00 -0.02 0.03
C -0.01 0.02 -0.02
C -0.11 -0.08 -0.17
O 0.00 0.08 -0.08
C 0.04 0.01 0.04
C 0.00 0.05 -0.03
C -0.02 0.03 0.03
C 0.00 -0.03 -0.01
C 0.01 0.01 -0.02
C -0.01 -0.01 0.03
C 0.08 -0.01 0.08
C -0.01 0.00 -0.02
C 0.02 -0.02 -0.02
C 0.01 -0.03 0.02
C -0.02 0.02 -0.03
C 0.01 -0.02 0.01
H 0.01 0.00 0.01
H 0.00 -0.01 -0.01
H -0.01 0.00 0.01
H 0.01 0.00 0.00
H 0.00 0.01 -0.02
H -0.03 0.01 0.03
H 0.00 0.01 0.01
H -0.02 0.00 0.02
H -0.01 0.01 0.02
H -0.01 0.00 -0.01
H 0.00 0.00 0.00
H 0.00 0.00 0.00
H -0.01 -0.02 0.00
H 0.00 0.00 0.00
H -0.01 0.01 0.00
H 0.00 0.00 0.00
H 0.00 0.00 0.00
H 0.00 0.00 0.00
H 0.00 -0.03 0.02
H 0.00 0.00 -0.01
H 0.00 0.00 0.00
H 0.00 0.01 -0.01
H 0.00 -0.01 0.00
H 0.01 0.02 -0.02
H 0.01 -0.01 0.00
H 0.00 0.00 0.01
H 0.00 -0.01 0.00
H 0.00 0.00 0.00
N -0.04 0.07 -0.05
C -0.03 -0.02 0.04
N 0.01 -0.06 0.02
C -0.11 -0.11 0.11
C 0.02 -0.03 0.00
C 0.04 0.03 -0.02
C -0.04 -0.02 0.02
C 0.02 -0.02 0.03
C 0.10 0.04 0.00
H -0.01 -0.04 -0.02
H 0.01 0.01 0.01
H 0.04 0.04 0.01
H -0.01 0.01 0.02
H 0.00 0.00 0.01
H -0.01 0.00 0.00

2.
The molecule C3H5NOS. Source: OMol25; level of theory: ωB97M-V/def2-TZVPD.

Its frontier orbital gap is 10.18 eV. The energy relative to the best compared isomer or geometry (same formula, charge and spin) is 32.9 kcal/mol. As for the SMILES: C=NSC(C)=O. The calculation puts the calculated total energy at -645.4593 hartree. The HOMO energy is -9.4 eV.

Atoms and positions in Å:
C: -0.021822 2.148664 1.266918
N: 0.041905 1.060025 0.626116
S: -1.164411 -0.127365 0.834943
C: -0.630975 -1.415475 -0.266300
C: 0.515654 -1.184323 -1.209081
O: -1.257607 -2.436298 -0.139013
H: -0.842450 2.462399 1.916579
H: 0.845916 2.842633 1.209219
H: 0.587471 -2.013931 -1.886375
H: 0.485086 -0.208586 -1.679986
H: 1.441233 -1.127743 -0.673020

Cartesian forces, eV/Å:
C 0.55 0.41 0.09
N 0.08 -0.25 0.02
S 0.11 0.69 0.07
C 0.03 -0.10 0.26
C -0.20 0.29 0.26
O 0.20 0.01 -0.41
H -0.04 -0.18 0.02
H -0.68 -0.48 -0.20
H -0.17 -0.23 -0.48
H -0.40 0.00 -0.34
H 0.53 -0.15 0.70

3.
The molecule C5H11NOS. Source: OMol25; level of theory: ωB97M-V/def2-TZVPD.

Its frontier orbital gap is 9.81 eV. The energy relative to the best compared isomer or geometry (same formula, charge and spin) is 53.7 kcal/mol. As for the SMILES: CN[C@H](C=O)CCS. The calculation puts the calculated total energy at -725.2393 hartree. The HOMO energy is -9.0 eV.

Atoms and positions in Å:
C: 0.579150 -0.419530 -2.346745
N: 0.402829 -1.166308 -1.105835
C: 0.582318 -0.373607 0.148300
C: 1.379992 -1.195991 1.134004
O: 1.364844 -0.994751 2.322941
C: -0.844170 0.020618 0.609425
C: -0.904403 1.221995 1.553727
S: -1.531398 2.701309 0.588412
H: 0.636530 0.658848 -2.188040
H: 1.413968 -0.661511 -3.012430
H: -0.325086 -0.617688 -2.940314
H: 1.025815 -1.953065 -1.082967
H: 1.145931 0.513448 -0.173140
H: 1.935794 -2.082239 0.778535
H: -1.186058 -0.883413 1.134921
H: -1.399454 0.008692 -0.317868
H: 0.067553 1.648028 1.774642
H: -1.471174 0.972995 2.440926
H: -2.872985 2.602172 0.681497

Cartesian forces, eV/Å:
C -1.15 0.05 -0.78
N 0.84 0.13 0.73
C -0.37 -0.34 -1.97
C -0.52 0.19 1.07
O 0.04 0.16 -0.23
C 1.38 -1.49 1.02
C -0.77 0.71 -1.87
S -0.17 0.00 0.54
H -0.11 -0.02 0.21
H 0.25 -0.38 0.53
H 0.23 0.38 -0.16
H 0.20 -0.31 -0.11
H 0.16 0.15 0.66
H 0.12 0.10 -0.47
H -0.18 0.23 0.04
H -0.43 0.81 0.07
H 0.24 -0.55 0.47
H -0.01 0.47 0.18
H 0.25 -0.30 0.08

4.
A cluster of 2 separate species, C6H13NO2 in total. Source: OMol25; level of theory: ωB97M-V/def2-TZVPD.

Its frontier orbital gap is 8.53 eV. The energy relative to the best compared isomer or geometry (same formula, charge and spin) is 104.5 kcal/mol. As for the SMILES: [H]/N=C(\C)OC.CC(C)=O. The calculation puts the calculated total energy at -441.5135 hartree. The HOMO energy is -8.9 eV.

Atoms and positions in Å:
H: 1.369874 -2.171042 0.547303
N: 1.323837 -1.198875 0.255274
C: 0.456489 -0.499830 0.830303
C: -0.395268 -0.808901 2.026692
O: 0.916597 1.100573 1.146181
C: 2.089469 1.590151 0.562931
H: -0.908863 0.078678 2.384685
H: 0.245840 -1.172582 2.829620
H: -1.158242 -1.543996 1.770967
H: 2.557900 2.334666 1.211971
H: 1.846076 2.040574 -0.405991
H: 2.808634 0.783584 0.368332
C: -0.030175 0.180678 -1.989638
C: -0.912518 0.255672 -0.760456
C: -2.210251 -0.537080 -0.908406
O: -0.998289 1.330123 -0.085603
H: -0.026874 -0.815586 -2.430893
H: 1.015980 0.343178 -1.745452
H: -0.399664 0.895968 -2.726627
H: -2.850630 -0.418761 -0.037848
H: -2.735182 -0.168771 -1.791135
H: -2.004736 -1.598422 -1.052210

Cartesian forces, eV/Å:
H -0.67 -0.18 -0.40
N -0.41 0.79 0.03
C 4.24 2.63 3.32
C -0.81 0.17 -0.48
O -0.54 -3.47 0.23
C -0.05 -0.72 -0.78
H 0.09 0.12 -0.15
H 0.04 -0.07 -0.17
H 0.09 -0.20 0.09
H -0.24 -0.09 0.09
H 0.15 0.25 0.01
H 0.04 0.08 0.10
C 0.91 -0.61 0.39
C -3.15 4.81 -0.89
C 0.66 -0.93 0.89
O -0.10 -3.17 -2.28
H -0.33 -0.08 -0.01
H -0.05 0.50 -0.05
H 0.05 0.06 0.17
H 0.00 0.13 0.02
H 0.17 0.09 -0.01
H -0.11 -0.10 -0.12

5.
A cluster of 2 separate species, C4H14N2O in total. Source: OMol25; level of theory: ωB97M-V/def2-TZVPD.

Its frontier orbital gap is 10.22 eV. The energy relative to the best compared isomer or geometry (same formula, charge and spin) is 22.4 kcal/mol. As for the SMILES: CNCCCN.O. The calculation puts the calculated total energy at -345.5406 hartree. The HOMO energy is -9.2 eV.

Atoms and positions in Å:
C: -2.396507 0.232724 -0.541516
N: -0.962414 0.045824 -0.800394
C: -0.189158 1.198137 -0.312467
C: 1.290469 0.992202 -0.546507
C: 1.891105 -0.259923 0.092594
N: 1.603115 -0.315915 1.513481
H: -2.700295 1.271377 -0.651433
H: -2.570898 -0.034654 0.498577
H: -2.964135 -0.446445 -1.169650
H: -0.807666 -0.002016 -1.809397
H: -0.501794 2.114210 -0.833012
H: -0.435327 1.281837 0.744499
H: 1.478157 0.970302 -1.624663
H: 1.840927 1.880896 -0.229521
H: 1.413546 -1.118336 -0.373334
H: 2.956157 -0.283876 -0.171556
H: 2.024942 0.446819 2.017028
H: 1.788701 -1.227532 1.894046
O: -1.017249 -2.556191 0.588788
H: -0.859915 -1.683079 0.176758
H: -0.881766 -2.506355 1.537669

Cartesian forces, eV/Å:
C 0.63 -0.28 0.34
N 0.02 0.34 -0.52
C -0.27 -0.49 -0.11
C 0.38 0.17 -0.08
C -0.32 0.26 -0.38
N -0.45 0.13 -0.46
H -0.25 0.18 -0.34
H -0.19 -0.08 0.10
H -0.18 0.11 -0.04
H -0.12 -0.15 0.27
H -0.07 0.08 0.19
H 0.20 0.20 0.12
H -0.04 -0.21 -0.08
H -0.04 0.09 0.28
H 0.06 -0.20 0.01
H 0.04 -0.09 0.13
H 0.26 -0.21 0.30
H 0.27 0.10 0.32
O -0.09 -0.33 -0.29
H 0.09 0.03 0.35
H 0.08 0.38 -0.11

6.
A structure of composition C10H14Cl3FeN2OTe4. Source: OMol25; level of theory: ωB97M-V/def2-TZVPD.

Its frontier orbital gap (spin up / spin down) is 5.12 / 5.15 eV. The energy relative to the best compared isomer or geometry (same formula, charge and spin) is 38.7 kcal/mol. The expectation value of S² is 6.0244. As for the charge: -1. The calculation puts the calculated total energy at -4290.6851 hartree. The HOMO energy (spin up / spin down) is -3.0 / -3.0 eV. Its spin multiplicity is 5.

Atoms and positions in Å:
Fe: 2.146988 -0.054935 0.623092
Cl: -0.750361 6.712981 1.077739
C: -0.201600 5.102932 0.678732
C: 0.887784 4.569845 1.340564
C: 1.310184 3.295726 1.017722
Cl: 2.684161 2.594966 1.824423
C: 0.685919 2.499004 0.030081
O: 1.078657 1.298526 -0.278168
C: -0.422516 3.104723 -0.599905
Cl: -1.265509 2.185039 -1.806371
C: -0.865180 4.377628 -0.295062
H: 1.403995 5.137782 2.101441
H: -1.719847 4.795047 -0.808045
Te: 4.332153 -0.772604 2.207619
Te: 6.599682 -0.666692 0.923385
Te: 5.517773 -2.434747 -1.288295
Te: 3.192464 -2.556401 -0.153091
C: -2.608713 -1.542432 0.064806
C: -1.428220 -2.269010 -0.585901
C: -1.231639 -3.640774 0.049471
C: -1.673451 -2.421213 -2.082830
N: -0.161472 -1.517841 -0.492124
N: 0.257201 -1.155457 0.825991
H: -3.534568 -2.100782 -0.089876
H: -2.733833 -0.548603 -0.362785
H: -2.475995 -1.441202 1.145040
H: -2.099865 -4.271119 -0.151949
H: -1.125226 -3.577223 1.135462
H: -0.337851 -4.118438 -0.354906
H: -2.592458 -2.981837 -2.263310
H: -0.836773 -2.944782 -2.545305
H: -1.773410 -1.443134 -2.560306
H: -0.225414 -0.641179 -1.001324
H: 0.416798 -1.987315 1.382928
H: -0.449842 -0.586483 1.291070

Cartesian forces, eV/Å:
Fe 1.08 -0.59 -0.19
Cl 0.01 -0.05 -0.02
C -0.09 0.06 -0.05
C 0.07 0.00 0.07
C 0.08 -0.10 -0.13
Cl -0.24 0.08 -0.06
C 0.03 -0.06 0.04
O -0.15 0.27 0.01
C 0.11 -0.04 0.08
Cl -0.06 -0.07 -0.06
C 0.01 0.03 0.04
H 0.01 -0.01 0.00
H 0.01 -0.02 -0.01
Te -0.13 0.77 1.22
Te 0.03 0.12 -0.20
Te 0.28 0.11 -0.10
Te -1.01 -0.60 -0.90
C -0.01 -0.07 0.08
C 0.06 0.17 0.02
C 0.02 -0.04 0.01
C -0.01 -0.02 -0.02
N -0.09 -0.09 0.18
N -0.15 0.23 0.12
H 0.02 0.01 0.00
H -0.01 0.11 -0.05
H 0.00 0.00 0.00
H 0.02 -0.01 0.01
H -0.01 0.02 -0.01
H -0.02 0.00 -0.01
H 0.02 0.00 0.00
H 0.00 0.01 -0.01
H 0.00 0.00 0.01
H 0.08 0.02 -0.06
H 0.01 -0.14 -0.13
H 0.00 -0.10 0.12

7.
The molecule C3H8N2O2. Source: OMol25; level of theory: ωB97M-V/def2-TZVPD.

Its frontier orbital gap is 8.65 eV. The energy relative to the best compared isomer or geometry (same formula, charge and spin) is 179.6 kcal/mol. As for the SMILES: C=C(C)N(O)NO. The calculation puts the calculated total energy at -378.8547 hartree. The HOMO energy is -7.9 eV.

Atoms and positions in Å:
C: 1.419663 -1.350266 0.832550
C: 0.850418 -0.267799 0.353430
C: 1.289062 1.066932 0.038892
N: -0.727180 -0.630592 -0.197748
O: -1.582414 -0.278651 0.928217
N: -1.085769 0.091828 -1.302731
O: -2.343722 0.723230 -1.224409
H: 0.921923 -2.307321 0.779674
H: 2.433370 -1.332251 1.204626
H: 0.840302 1.353506 -1.070674
H: 0.761520 1.834028 0.605968
H: 2.368765 1.189450 0.043983
H: -1.822191 -1.129869 1.315936
H: -0.353910 0.969159 -1.431977
H: -2.969838 0.068616 -0.875736

Cartesian forces, eV/Å:
C 0.32 0.10 -0.15
C -3.17 -1.56 -1.61
C -1.12 1.63 -2.28
N 2.32 -1.20 3.19
O 0.10 0.51 0.11
N 1.97 2.88 -2.44
O -0.28 0.26 0.20
H -0.17 0.05 0.12
H 0.07 0.08 0.14
H 2.00 -0.54 2.38
H 0.29 -0.02 0.45
H -0.09 0.10 -0.05
H 0.27 0.01 -0.28
H -2.90 -2.30 0.36
H 0.40 0.00 -0.14

> Which of these has the highest calculated total energy?

C4H14N2O

> calculated total energy of number 3 (C5H11NOS)?

-725.2393 hartree